Record 1
{"formula": "C15H15N3O2S", "method": "ωB97M-V/def2-TZVPD", "symbols": ["O", "C", "N", "C", "H", "C", "N", "C", "O", "C", "C", "C", "C", "S", "H", "H", "H", "C", "H", "C", "H", "H", "H", "H", "H", "H", "C", "C", "C", "N", "C", "C", "H", "H", "H", "H"], "positions_angstrom": [[-2.748, 2.299, 1.054], [-2.488, 1.165, 0.529], [-1.268, 0.675, 0.435], [-1.134, -0.784, -0.074], [-1.088, -0.915, -1.296], [0.048, -1.387, 0.591], [1.135, -0.586, 0.327], [2.436, -1.010, 0.023], [2.562, -2.174, 0.362], [3.636, -0.241, -0.283], [3.672, 0.913, -1.269], [4.944, 1.293, -1.521], [5.917, 0.466, -0.620], [5.133, -0.397, 0.550], [6.930, 0.827, -0.503], [5.277, 1.886, -2.032], [2.966, 0.845, -1.889], [0.897, 0.897, 0.085], [1.912, 1.647, 0.227], [-0.283, 1.373, 0.999], [-0.532, 2.385, 0.701], [-0.143, 1.210, 2.088], [0.685, 1.293, -0.987], [-0.040, -1.309, 1.806], [0.299, -2.137, -0.075], [-1.938, -1.383, 0.216], [-3.781, 0.169, 0.026], [-3.974, 0.351, -1.367], [-5.210, -0.559, -1.627], [-5.961, -1.097, -0.825], [-5.779, -0.781, 0.348], [-4.742, -0.217, 0.790], [-4.554, -0.027, 2.002], [-6.550, -1.467, 1.028], [-5.378, -0.741, -2.785], [-3.294, 0.819, -2.023]], "fmax_ev_per_a": 18.85, "charge": 0, "gap_ev": 8.4, "e_above_lowest_kj_mol": 1267.23, "smiles": "O=C(c1ccncc1)N1CCN(C(=O)c2cccs2)CC1", "energy_ev": -35187.7505}

=====

Record 2
{"formula": "C15H15N3O3S", "method": "ωB97M-V/def2-TZVPD", "symbols": ["C", "C", "H", "H", "O", "C", "O", "C", "C", "C", "C", "N", "C", "N", "C", "N", "H", "C", "C", "C", "C", "C", "O", "H", "H", "H", "H", "H", "H", "S", "C", "H", "H", "H", "H", "H", "H"], "positions_angstrom": [[-3.945, 2.709, -4.680], [-2.671, 3.053, -3.933], [-2.731, 4.046, -3.473], [-1.799, 3.039, -4.597], [-2.480, 2.082, -2.905], [-1.389, 2.220, -2.145], [-0.581, 3.110, -2.294], [-1.328, 1.162, -1.140], [-0.385, 0.955, -0.164], [-0.697, -0.193, 0.621], [-1.888, -0.823, 0.203], [-2.406, -1.908, 0.765], [-1.721, -2.385, 1.780], [-0.593, -1.911, 2.277], [-0.055, -0.825, 1.722], [1.076, -0.344, 2.277], [1.576, 0.372, 1.778], [1.806, -1.084, 3.278], [2.785, -2.045, 2.672], [3.525, -1.986, 1.527], [4.260, -3.197, 1.469], [3.911, -3.895, 2.581], [3.019, -3.206, 3.312], [4.216, -4.853, 2.953], [4.947, -3.496, 0.705], [3.551, -1.191, 0.810], [1.085, -1.653, 3.870], [2.322, -0.367, 3.926], [-2.121, -3.267, 2.263], [-2.617, -0.018, -1.142], [0.802, 1.838, 0.035], [0.807, 2.249, 1.045], [1.725, 1.282, -0.135], [0.766, 2.659, -0.674], [-4.116, 3.437, -5.467], [-3.864, 1.719, -5.120], [-4.790, 2.715, -3.997]], "fmax_ev_per_a": 0.93, "charge": 0, "gap_ev": 8.5, "e_above_lowest_kj_mol": 86.54, "smiles": "CCOC(=O)c1sc2ncnc(NCc3ccco3)c2c1C", "energy_ev": -37246.8646}

=====

Record 3
{"formula": "C15H15N3O4S", "method": "ωB97M-V/def2-TZVPD", "symbols": ["C", "H", "H", "H", "O", "C", "O", "C", "C", "C", "C", "C", "C", "H", "H", "N", "C", "O", "C", "H", "H", "S", "C", "N", "C", "C", "C", "O", "N", "H", "H", "C", "H", "H", "H", "H", "H", "H"], "positions_angstrom": [[-7.213, 2.170, -0.517], [-7.212, 3.207, -0.191], [-7.410, 2.105, -1.589], [-7.978, 1.601, 0.014], [-5.923, 1.659, -0.220], [-5.716, 0.374, -0.542], [-6.559, -0.323, -1.051], [-4.348, -0.085, -0.203], [-3.411, 0.750, 0.398], [-2.147, 0.283, 0.701], [-1.804, -1.033, 0.401], [-2.742, -1.872, -0.203], [-4.001, -1.402, -0.501], [-4.737, -2.039, -0.968], [-2.475, -2.893, -0.437], [-0.545, -1.575, 0.685], [0.543, -0.965, 1.207], [0.610, 0.203, 1.534], [1.755, -1.874, 1.315], [1.488, -2.910, 1.514], [2.439, -1.513, 2.083], [2.646, -1.904, -0.294], [3.588, -0.412, -0.265], [4.590, -0.415, -1.076], [5.374, 0.698, -1.130], [5.144, 1.773, -0.330], [4.030, 1.797, 0.580], [3.706, 2.686, 1.333], [3.258, 0.612, 0.538], [2.403, 0.630, 1.102], [5.770, 2.649, -0.359], [6.494, 0.627, -2.112], [6.090, 0.483, -3.112], [7.119, -0.235, -1.887], [7.093, 1.531, -2.087], [-0.437, -2.543, 0.408], [-1.425, 0.933, 1.166], [-3.677, 1.769, 0.630]], "fmax_ev_per_a": 0.68, "charge": 0, "gap_ev": 8.8, "e_above_lowest_kj_mol": 0.00, "smiles": "COC(=O)c1ccc(NC(=O)CSc2nc(C)cc(=O)[nH]2)cc1", "energy_ev": -39295.5945}

=====

Record 4
{"formula": "C15H15N3OS", "method": "ωB97M-V/def2-TZVPD", "symbols": ["N", "C", "C", "H", "H", "C", "N", "C", "O", "N", "C", "C", "C", "C", "C", "C", "H", "H", "H", "H", "H", "H", "C", "C", "C", "C", "C", "S", "H", "H", "H", "H", "H", "H", "H"], "positions_angstrom": [[-2.218, -1.863, -2.587], [-2.636, -2.040, -1.539], [-3.168, -2.244, -0.215], [-3.823, -1.400, 0.024], [-3.762, -3.161, -0.212], [-2.039, -2.365, 0.824], [-1.175, -1.208, 0.843], [0.119, -1.379, 0.383], [0.536, -2.474, 0.072], [0.846, -0.221, 0.334], [2.177, -0.061, -0.060], [3.058, -1.124, -0.231], [4.369, -0.877, -0.592], [4.822, 0.418, -0.782], [3.947, 1.477, -0.611], [2.634, 1.242, -0.253], [1.952, 2.072, -0.124], [4.287, 2.492, -0.759], [5.848, 0.601, -1.063], [5.045, -1.709, -0.726], [2.706, -2.132, -0.093], [0.338, 0.648, 0.419], [-1.634, -0.014, 1.529], [-1.823, 1.186, 0.648], [-1.221, 2.405, 0.769], [-1.619, 3.321, -0.229], [-2.516, 2.786, -1.094], [-2.900, 1.159, -0.710], [-2.981, 3.245, -1.944], [-1.250, 4.328, -0.296], [-0.525, 2.648, 1.554], [-0.926, 0.254, 2.326], [-2.587, -0.264, 2.006], [-2.477, -2.525, 1.815], [-1.404, -3.220, 0.574]], "fmax_ev_per_a": 0.69, "charge": 0, "gap_ev": 8.8, "e_above_lowest_kj_mol": 89.12, "smiles": "N#CCCN(Cc1cccs1)C(=O)Nc1ccccc1", "energy_ev": -33151.7857}